[1]
{"formula": "C5H9N3", "method": "ωB97M-V with the def2-TZVPD basis set", "de_lowest_kj_mol": 409.60, "homo_lumo_gap_ha": 0.36133, "largest_force_ev_per_a": 4.8, "total_energy_ha": -360.04126, "e_homo_ev": -8.80, "elements": ["C", "C", "C", "C", "C", "H", "H", "H", "H", "H", "H", "H", "H", "H", "N", "N", "N"], "positions_angstrom": [[-1.66310, 0.41616, 0.73875], [-1.58425, -0.97466, 0.20361], [-0.07495, -0.78534, 0.26118], [1.84889, -0.55106, -0.90630], [-0.24346, 0.60026, 0.03450], [-2.46465, 1.04969, 0.21228], [-1.78364, 0.58137, 1.82705], [-1.97000, -1.20207, -0.80625], [-2.08274, -1.61578, 0.97790], [0.24891, -0.95222, 1.32517], [2.57922, -1.10332, -1.46902], [2.23426, 1.40715, -1.67201], [1.45457, 1.41820, 1.18748], [-0.43127, 0.91095, -0.97831], [1.02183, -1.46016, -0.48374], [1.95418, 0.84541, -0.68821], [0.95621, 1.41542, 0.23590]]}

---

[2]
{"formula": "C4H8N2O", "method": "ωB97M-V with the def2-TZVPD basis set", "de_lowest_kj_mol": 458.65, "homo_lumo_gap_ha": 0.35274, "smiles": "[H]/N=C1\\CCON1C", "largest_force_ev_per_a": 4.1, "total_energy_ha": -341.82896, "e_homo_ev": -8.71, "elements": ["H", "N", "C", "C", "C", "O", "N", "C", "H", "H", "H", "H", "H", "H", "H"], "positions_angstrom": [[1.71030, -2.23658, 0.01744], [1.78393, -1.17404, -0.14184], [0.56094, -0.75028, -0.19406], [-0.84696, -1.25570, -0.13681], [-1.59515, -0.03349, 0.22752], [-0.97332, 0.87196, -0.55107], [0.39528, 0.60580, -0.58300], [1.06746, 1.57851, 0.14113], [-0.95367, -1.27738, -1.32031], [-1.09436, -2.14919, 0.55302], [-2.62252, 0.07830, -0.10170], [-1.38014, 0.30600, 1.22560], [2.04850, 1.33393, -0.31495], [0.76330, 2.70203, -0.12229], [1.13641, 1.40014, 1.30132]]}

---

[3]
{"formula": "C43H32N7O3S3Tl", "method": "ωB97M-V with the def2-TZVPD basis set", "total_charge": -2, "de_lowest_kj_mol": 70.57, "homo_lumo_gap_ha": 0.18689, "largest_force_ev_per_a": 0.5, "total_energy_ha": -3633.94573, "e_homo_ev": -1.96, "elements": ["Tl", "C", "C", "N", "C", "C", "C", "C", "C", "C", "C", "N", "C", "C", "C", "C", "C", "C", "C", "C", "N", "C", "H", "H", "H", "H", "H", "H", "H", "H", "H", "H", "H", "H", "S", "C", "C", "C", "C", "C", "C", "C", "C", "C", "N", "H", "H", "H", "H", "H", "H", "N", "C", "C", "C", "C", "C", "C", "S", "O", "O", "O", "H", "H", "H", "H", "H", "H", "S", "C", "C", "C", "N", "C", "C", "C", "C", "C", "N", "C", "C", "H", "H", "H", "H", "H", "H", "H", "H"], "positions_angstrom": [[-0.53089, -0.13808, 0.06448], [-2.79632, 0.25087, 4.07179], [-2.46998, -0.53248, 2.95349], [-1.23623, -0.82366, 2.61738], [-0.20087, -0.39715, 3.38432], [-0.43625, 0.39100, 4.54353], [-1.77550, 0.71477, 4.85268], [0.63797, 0.82965, 5.35548], [1.90772, 0.47094, 4.99405], [2.17745, -0.28539, 3.84210], [1.16914, -0.72448, 2.95881], [1.28669, -1.31807, 1.76181], [2.41283, -1.74594, 1.14386], [3.69313, -1.94537, 1.67326], [4.81231, -2.24677, 0.87176], [4.71037, -2.43144, -0.47470], [3.42308, -2.38136, -1.06531], [3.22409, -2.66033, -2.43516], [1.96696, -2.63862, -2.96685], [0.89425, -2.31250, -2.11991], [1.05185, -2.02242, -0.85085], [2.28634, -2.05711, -0.28523], [-3.82941, 0.48786, 4.29280], [-3.24731, -0.91476, 2.29567], [-1.96916, 1.34340, 5.71538], [0.43882, 1.43169, 6.23500], [2.74420, 0.78109, 5.61349], [3.20896, -0.48449, 3.62735], [3.86016, -1.88220, 2.73239], [5.78423, -2.31398, 1.34893], [5.57786, -2.61626, -1.09733], [4.08751, -2.88842, -3.04997], [1.79217, -2.84916, -4.01343], [-0.12657, -2.26628, -2.49304], [-4.66674, -1.10202, -2.88044], [-4.40793, -2.51290, -1.95204], [-3.27688, -2.43078, -1.19680], [-2.54209, -1.20112, -1.32101], [-3.16786, -0.38130, -2.21374], [-2.78140, 0.95862, -2.68069], [-3.63594, 1.77556, -3.44073], [-3.21232, 3.03031, -3.82920], [-1.94401, 3.46669, -3.46832], [-1.15771, 2.59913, -2.72788], [-1.55601, 1.38765, -2.34956], [-5.11322, -3.33124, -2.02588], [-2.97233, -3.23924, -0.53908], [-4.62076, 1.41813, -3.71087], [-3.86767, 3.66858, -4.41055], [-1.57108, 4.43881, -3.76256], [-0.15214, 2.87938, -2.42131], [2.16032, 1.49388, -1.52860], [3.11142, 1.69077, -2.53557], [4.42312, 2.04237, -2.21525], [5.34569, 2.32484, -3.21392], [4.97881, 2.26293, -4.55004], [3.67502, 1.90735, -4.87613], [2.74984, 1.62047, -3.88347], [6.16863, 2.60028, -5.84898], [6.56050, 1.28317, -6.33984], [7.24440, 3.32580, -5.18193], [5.42778, 3.39095, -6.82542], [1.32918, 0.98828, -1.79454], [2.51401, 1.20406, -0.63112], [4.71103, 2.09359, -1.16874], [6.36086, 2.61269, -2.97082], [3.39568, 1.87100, -5.92225], [1.73199, 1.34086, -4.14058], [-0.15685, 5.80271, 4.57208], [-0.01844, 4.56858, 3.28512], [1.17009, 3.88831, 3.06931], [1.21518, 2.96590, 2.03454], [0.18141, 2.71226, 1.23885], [-0.95649, 3.35378, 1.46506], [-1.11055, 4.29540, 2.47609], [-0.01266, 4.73318, 5.99943], [-1.14107, 4.12483, 6.53123], [-0.98989, 3.30459, 7.63990], [0.18193, 3.06016, 8.22484], [1.25722, 3.63723, 7.69314], [1.21438, 4.48443, 6.59362], [2.04178, 4.07533, 3.68262], [2.11894, 2.39418, 1.84044], [-1.78580, 3.09148, 0.81168], [-2.05707, 4.79665, 2.63064], [-2.11272, 4.28862, 6.08434], [-1.85270, 2.81682, 8.08256], [2.20404, 3.41003, 8.17207], [2.11581, 4.94342, 6.21055]]}

---

[4]
{"formula": "C49H63N3P2SiTl", "method": "ωB97M-V with the def2-TZVPD basis set", "total_charge": 1, "homo_lumo_gap_ha": 0.28959, "largest_force_ev_per_a": 1.0, "total_energy_ha": -3213.72159, "e_homo_ev": -9.96, "elements": ["Tl", "C", "Si", "C", "C", "C", "C", "C", "C", "P", "C", "C", "C", "C", "C", "C", "C", "C", "C", "C", "C", "C", "C", "C", "C", "C", "C", "C", "P", "C", "C", "C", "C", "C", "C", "C", "C", "C", "C", "C", "C", "H", "H", "H", "H", "H", "H", "H", "H", "H", "H", "H", "H", "H", "H", "H", "H", "H", "H", "H", "H", "H", "H", "H", "H", "H", "H", "H", "H", "H", "H", "H", "H", "H", "H", "H", "H", "H", "H", "H", "H", "H", "H", "H", "H", "H", "H", "H", "H", "H", "H", "H", "H", "H", "H", "H", "N", "C", "C", "N", "C", "H", "H", "H", "H", "N", "C", "C", "C", "C", "C", "C", "C", "C", "C", "H", "H", "H", "H"], "positions_angstrom": [[-0.15660, 0.33580, -0.22670], [-0.99300, 0.74410, 3.46570], [0.19340, -0.18250, 2.28720], [-0.03860, -2.08440, 2.40370], [0.57100, -2.71290, 3.48960], [0.56010, -4.08830, 3.63110], [-0.03860, -4.87890, 2.66300], [-0.67940, -4.27850, 1.59660], [-0.71360, -2.89240, 1.46880], [-1.60470, -2.11890, 0.06910], [-3.44990, -2.31140, 0.29800], [-4.02270, -1.10810, 1.05730], [-3.99020, -1.29450, 2.56930], [-4.73250, -2.56750, 2.95210], [-4.01740, -3.76100, 2.33590], [-4.00960, -3.64040, 0.81600], [-1.25300, -3.10070, -1.48220], [0.26040, -3.27420, -1.60540], [0.63160, -3.60150, -3.04500], [-0.10930, -4.85100, -3.50980], [-1.61710, -4.70750, -3.31850], [-1.96300, -4.39970, -1.85950], [1.98800, 0.30250, 2.73420], [2.24710, 0.59890, 4.07200], [3.48700, 1.04640, 4.48850], [4.51290, 1.19330, 3.56940], [4.28600, 0.88760, 2.24070], [3.03740, 0.44940, 1.80760], [2.74360, 0.06420, 0.03510], [3.66100, 1.36510, -0.91950], [2.97540, 2.71420, -0.70830], [3.78290, 3.81930, -1.40360], [4.53890, 3.29070, -2.62900], [3.73600, 2.19050, -3.31200], [3.63770, 0.96230, -2.40170], [3.67750, -1.52710, -0.25010], [3.09770, -2.56220, 0.71680], [3.82490, -3.88580, 0.52840], [5.30440, -3.75800, 0.92380], [5.75370, -2.29690, 0.98900], [5.21590, -1.51570, -0.20590], [-1.07030, 0.20860, 4.40690], [-1.99320, 0.84770, 3.05610], [-0.60580, 1.73830, 3.67010], [1.07120, -2.11100, 4.23710], [1.03020, -4.54390, 4.48860], [-0.00890, -5.95550, 2.74440], [-1.16350, -4.89440, 0.85420], [-3.75450, -2.20410, -0.75780], [-5.05910, -0.96210, 0.74220], [-3.45890, -0.20920, 0.77800], [-4.44410, -0.42650, 3.05230], [-2.95530, -1.37250, 2.90870], [-5.75360, -2.51720, 2.56910], [-4.77150, -2.67150, 4.03680], [-4.51550, -4.69170, 2.61450], [-2.99560, -3.80350, 2.71620], [-5.04220, -3.71060, 0.46110], [-3.46400, -4.48210, 0.39000], [-1.56930, -2.35210, -2.23020], [0.59850, -4.07430, -0.94160], [0.75940, -2.34410, -1.30010], [1.70950, -3.75050, -3.13230], [0.36600, -2.74730, -3.66930], [0.25130, -5.70500, -2.93290], [0.10750, -5.04040, -4.56190], [-2.11580, -5.62780, -3.62610], [-1.99390, -3.89900, -3.95040], [-1.62710, -5.23040, -1.23690], [-3.04680, -4.30640, -1.76850], [1.45970, 0.49010, 4.80470], [3.65020, 1.28940, 5.52650], [5.48340, 1.54260, 3.88930], [5.09810, 0.99410, 1.53730], [4.69580, 1.46160, -0.57860], [2.90060, 2.92730, 0.36350], [1.95330, 2.66750, -1.10420], [4.49470, 4.24950, -0.69730], [3.10960, 4.61880, -1.71380], [5.51260, 2.89220, -2.33930], [4.72210, 4.10880, -3.32530], [4.20530, 1.90840, -4.25470], [2.74030, 2.57070, -3.54110], [4.47430, 0.28840, -2.59830], [2.71340, 0.41680, -2.62600], [3.36350, -1.80330, -1.26710], [2.02930, -2.68360, 0.52390], [3.20430, -2.22250, 1.74920], [3.74500, -4.17350, -0.52160], [3.33520, -4.66410, 1.11490], [5.91580, -4.28510, 0.19050], [5.47480, -4.22900, 1.89200], [6.84410, -2.25890, 0.98760], [5.41320, -1.83390, 1.91640], [5.59510, -1.98570, -1.11630], [5.60990, -0.49910, -0.18680], [-3.34250, 3.70340, -0.33050], [-2.35860, 4.41940, 0.28560], [-1.26820, 3.60290, 0.32270], [-1.57950, 2.40890, -0.25700], [-2.83110, 2.50140, -0.64300], [-4.28190, 4.02630, -0.50320], [-2.51080, 5.41500, 0.64830], [-0.29100, 3.79190, 0.72150], [-3.37990, 1.72480, -1.13690], [0.02830, 1.05320, -10.32140], [0.01520, 0.91780, -9.18340], [-0.00460, 0.75060, -7.77860], [0.02470, 1.87140, -6.94750], [-0.00270, 1.71220, -5.57850], [-0.05690, 0.43170, -5.02350], [-0.08610, -0.68560, -5.85920], [-0.06290, -0.53000, -7.22960], [-0.09640, 0.30530, -3.61160], [-0.14240, 0.22770, -2.40290], [0.06200, 2.85580, -7.38710], [0.00960, 2.57070, -4.92350], [-0.13220, -1.67320, -5.42680], [-0.09490, -1.38560, -7.88720]]}